1.
The following is a DFT calculation (ωB97M-V/def2-TZVPD) of a structure of composition C38H36CrF5N2OP2S3.

```
88
Properties=species:S:1:pos:R:3
Cr -2.08 0.45 -0.35
C -3.69 -0.73 3.88
C -3.17 -0.70 2.47
S -2.67 0.83 1.85
C -3.13 -1.82 1.70
C -3.65 -3.14 2.18
S -2.50 -1.74 0.09
H -3.54 0.23 4.37
H -3.19 -1.50 4.47
H -4.77 -0.94 3.90
H -3.36 -3.33 3.22
H -3.25 -3.96 1.57
H -4.74 -3.19 2.13
C -1.85 -3.81 -2.71
N -1.74 -2.37 -2.96
C -0.77 -1.53 -2.61
S -1.14 0.16 -2.65
N 0.45 -1.91 -2.24
C 1.08 -3.22 -2.35
H -2.86 -4.10 -3.00
H -1.74 -4.02 -1.64
H -1.14 -4.38 -3.29
H -2.61 -1.89 -3.13
H 1.06 -1.13 -2.04
H 1.06 -3.59 -3.37
H 0.62 -3.95 -1.69
H 2.12 -3.10 -2.06
F -8.65 2.11 -1.54
C -7.32 2.02 -1.42
C -6.65 0.90 -1.89
F -7.34 -0.10 -2.45
C -5.27 0.81 -1.78
F -4.67 -0.29 -2.25
C -4.50 1.83 -1.20
O -3.19 1.79 -1.11
C -5.21 2.95 -0.74
F -4.54 3.95 -0.17
C -6.59 3.05 -0.85
F -7.22 4.13 -0.40
C 2.54 0.33 0.69
P 0.70 0.44 0.78
C 0.48 2.21 1.17
C 1.16 2.89 2.18
C 0.90 4.23 2.42
C -0.05 4.90 1.66
C -0.72 4.25 0.64
C -0.44 2.91 0.39
C 0.43 -0.49 2.32
C 0.45 -1.88 2.19
C 0.23 -2.70 3.28
C -0.04 -2.15 4.52
C -0.09 -0.77 4.66
C 0.14 0.06 3.57
P 3.28 1.45 -0.57
C 5.07 1.22 -0.24
C 5.60 0.43 0.77
C 6.98 0.34 0.94
C 7.84 1.04 0.11
C 7.31 1.83 -0.91
C 5.94 1.92 -1.07
C 3.13 0.40 -2.08
C 2.31 0.85 -3.10
C 2.19 0.13 -4.29
C 2.91 -1.04 -4.46
C 3.74 -1.50 -3.44
C 3.84 -0.78 -2.25
H 2.81 -0.72 0.50
H 2.95 0.60 1.67
H 1.89 2.37 2.79
H 1.43 4.75 3.21
H -0.26 5.95 1.86
H -1.46 4.76 0.04
H -0.94 2.45 -0.46
H 0.62 -2.31 1.21
H 0.25 -3.78 3.15
H -0.23 -2.79 5.37
H -0.33 -0.33 5.62
H 0.06 1.13 3.69
H 4.96 -0.14 1.43
H 7.38 -0.28 1.74
H 8.91 0.97 0.25
H 7.97 2.38 -1.56
H 5.54 2.56 -1.86
H 1.74 1.77 -2.98
H 1.53 0.49 -5.07
H 2.83 -1.60 -5.38
H 4.32 -2.40 -3.58
H 4.52 -1.13 -1.48
```

⟨S²⟩: 4.08
Molar mass: 841.85 g/mol
HOMO level (alpha / beta): -6.9 / -7.2 eV
2S+1: 4



2.
The following is a DFT calculation (ωB97M-V/def2-TZVPD) of a structure of composition C38H36IN14OSSiY in a non-equilibrium geometry.

```
93
Properties=species:S:1:pos:R:3
Y -0.15 -0.49 -0.46
N -1.83 -3.74 -1.56
C -0.57 -3.83 -1.03
N 0.09 -4.98 -0.90
N 1.27 -4.62 -0.38
N 1.32 -3.35 -0.22
N 0.17 -2.79 -0.62
C -2.67 -2.67 -1.31
N -3.97 -2.69 -1.60
N -4.40 -1.48 -1.26
N -3.43 -0.77 -0.80
N -2.29 -1.48 -0.81
H -2.29 -4.62 -1.74
I 1.76 -1.00 2.12
C 3.40 -1.32 0.78
C 4.50 -1.89 1.35
C 5.64 -2.15 0.58
C 5.65 -1.78 -0.73
C 4.53 -1.17 -1.32
C 4.60 -0.78 -2.67
C 3.53 -0.17 -3.25
C 2.33 0.01 -2.53
C 2.16 -0.38 -1.20
C 3.32 -0.95 -0.58
H 4.51 -2.15 2.40
H 6.51 -2.64 1.02
H 6.53 -1.93 -1.34
H 5.52 -0.96 -3.21
H 3.58 0.16 -4.28
H 1.52 0.48 -3.07
C -1.61 5.16 1.12
C -0.17 4.83 1.21
N 0.79 5.68 1.45
N 1.93 4.94 1.43
C 1.69 3.63 1.16
S 2.80 2.43 1.03
N 0.32 3.57 1.03
N -0.37 2.43 0.66
H -1.76 6.19 1.43
H -2.20 4.50 1.76
H -1.97 5.04 0.10
H 2.83 5.34 1.63
H -1.32 2.68 0.37
H -0.48 1.73 1.42
C -2.84 0.35 5.69
C -1.75 0.20 4.62
C -0.68 1.27 4.82
C -1.10 -1.17 4.83
Si -2.43 0.25 2.79
O -1.26 0.21 1.75
C -3.56 1.79 2.48
C -3.77 2.85 3.35
C -4.65 3.89 3.04
C -5.33 3.89 1.84
C -5.13 2.84 0.95
C -4.26 1.81 1.27
C -3.70 -1.17 2.73
C -3.39 -2.36 2.10
C -4.31 -3.40 2.02
C -5.55 -3.26 2.61
C -5.88 -2.08 3.26
C -4.97 -1.04 3.30
H -2.40 0.29 6.69
H -3.57 -0.46 5.59
H -3.37 1.29 5.60
H -0.28 1.23 5.83
H -1.07 2.27 4.64
H 0.14 1.09 4.13
H -0.65 -1.23 5.83
H -0.31 -1.33 4.10
H -1.83 -1.96 4.74
H -3.24 2.88 4.29
H -4.80 4.69 3.76
H -6.00 4.70 1.60
H -5.66 2.83 0.01
H -4.12 0.99 0.57
H -2.41 -2.47 1.66
H -4.05 -4.31 1.50
H -6.28 -4.07 2.55
H -6.85 -1.96 3.72
H -5.24 -0.11 3.78
N -2.56 3.34 -6.87
C -2.22 2.80 -5.91
C -1.78 2.15 -4.75
C -1.17 2.87 -3.72
C -0.71 2.21 -2.60
C -0.82 0.82 -2.39
C -1.43 0.14 -3.47
C -1.89 0.76 -4.61
H -1.08 3.94 -3.81
H -0.20 2.82 -1.86
H -1.55 -0.94 -3.42
H -2.35 0.20 -5.41
```

Relative energy (zero: lowest compared OMol25 entry of this formula, charge and spin): 146.12 kJ/mol
Molar mass: 980.77 g/mol
HOMO level: -3.1 eV
Charge: -2



3.
The following is a DFT calculation (ωB97M-V/def2-TZVPD) of a structure of composition C38H36N3OP2Pd.

```
81
Properties=species:S:1:pos:R:3
Pd 0.23 -0.48 0.17
C -2.20 1.86 -0.66
P -2.36 0.02 -0.47
C -4.11 -0.01 -1.14
C -4.25 -0.24 -2.51
C -5.51 -0.27 -3.11
C -6.65 -0.08 -2.34
C -6.52 0.14 -0.98
C -5.27 0.18 -0.38
C -2.77 -0.16 1.31
C -3.09 -1.44 1.79
C -3.41 -1.64 3.12
C -3.42 -0.57 4.01
C -3.11 0.70 3.54
C -2.79 0.90 2.21
C -0.91 2.44 -0.19
C -0.48 3.77 -0.18
C 0.87 3.75 0.24
C 1.18 2.42 0.48
C 2.47 1.74 0.85
P 2.54 0.16 -0.13
C 4.25 -0.43 0.23
C 4.86 -0.24 1.47
C 6.09 -0.82 1.75
C 6.74 -1.60 0.81
C 6.14 -1.80 -0.43
C 4.90 -1.23 -0.71
C 2.79 0.90 -1.80
C 3.96 1.56 -2.17
C 4.08 2.16 -3.42
C 3.01 2.11 -4.31
C 1.84 1.46 -3.95
C 1.74 0.86 -2.70
N 0.10 1.64 0.23
H -3.07 2.33 -0.19
H -2.32 2.01 -1.74
H -3.37 -0.41 -3.11
H -5.59 -0.45 -4.17
H -7.63 -0.11 -2.80
H -7.41 0.29 -0.37
H -5.19 0.37 0.68
H -3.07 -2.28 1.11
H -3.64 -2.64 3.47
H -3.66 -0.73 5.05
H -3.10 1.54 4.23
H -2.52 1.89 1.87
H -1.06 4.63 -0.47
H 1.54 4.59 0.35
H 2.50 1.47 1.91
H 3.33 2.37 0.63
H 4.36 0.35 2.23
H 6.54 -0.66 2.73
H 7.70 -2.04 1.03
H 6.63 -2.41 -1.18
H 4.44 -1.40 -1.68
H 4.80 1.61 -1.48
H 4.99 2.67 -3.69
H 3.10 2.58 -5.28
H 1.01 1.43 -4.64
H 0.82 0.36 -2.40
C 0.48 0.96 3.84
C 1.21 -0.35 3.72
O 2.33 -0.53 4.19
N 0.53 -1.35 3.08
C 1.30 -2.49 2.61
C 0.56 -3.27 1.55
C 0.66 -4.65 1.50
C 0.03 -5.35 0.49
C -0.71 -4.64 -0.44
C -0.78 -3.27 -0.32
N -0.14 -2.58 0.63
H 1.21 1.77 3.91
H -0.11 0.95 4.76
H -0.19 1.14 3.00
H -0.18 -1.02 2.42
H 1.53 -3.15 3.44
H 2.26 -2.15 2.19
H 1.23 -5.17 2.27
H 0.11 -6.43 0.43
H -1.24 -5.14 -1.25
H -1.36 -2.67 -1.02
```

Relative energy (zero: lowest compared OMol25 entry of this formula, charge and spin): 0.00 kJ/mol
Molar mass: 719.09 g/mol
HOMO level: -2.5 eV
Charge: -1